2 unconnected molecules or ions with the total composition C2H6NO, computed with wB97M-V/def2-TZVPD.

XYZ file:
```
10
Properties=species:S:1:pos:R:3:forces:R:3
C 1.915 0.552 0.018 -1.1 1.3 -0.7
C -0.520 0.568 -0.032 3.7 2.4 -3.0
N -0.561 -0.820 0.037 2.0 -1.6 -4.1
O 2.180 -0.582 -0.011 0.1 0.3 0.1
H 2.570 1.546 -0.097 -1.2 -1.9 0.4
H -0.433 1.121 0.841 -0.6 0.7 1.6
H -0.478 1.096 -1.035 -0.6 -1.1 1.5
H -0.975 -1.127 0.854 -1.3 -1.4 1.9
H 0.381 -1.311 -0.107 0.6 0.8 1.4
H -0.861 -1.271 -0.855 -1.5 0.5 0.9
```
Forces are in eV/Å.

Properties
**Frontier orbital gap (spin up / spin down)**: 8.550 / 8.913 eV
**E_LUMO (spin up / spin down)**: -4.95 / -4.82 eV
**Charge**: +1
**2S+1**: 1



2 unconnected molecules or ions with the total composition C3H5N4O2, computed with wB97M-V/def2-TZVPD.

XYZ file:
```
14
Properties=species:S:1:pos:R:3:forces:R:3
C -1.238 1.505 0.412 -0.2 2.0 0.2
C -0.474 0.302 0.219 -0.6 -0.6 0.7
C 1.884 -0.409 -0.045 0.1 -4.7 2.9
N -2.485 1.353 0.111 -1.9 -2.4 1.3
N -1.203 -0.666 0.049 -1.3 -0.8 -1.1
N 2.056 0.785 -0.348 1.1 1.1 -0.6
N 1.884 -1.462 0.512 0.5 1.7 -1.3
O -1.088 -1.978 -0.269 1.7 1.2 2.0
O -2.990 0.204 0.002 2.1 1.3 -0.9
H -1.033 2.475 0.888 0.8 -0.6 -0.8
H 1.271 1.232 -0.712 -1.2 1.4 -0.8
H 2.953 1.216 -0.292 0.8 0.4 0.0
H -1.736 -2.133 -0.923 -1.5 -0.3 -1.4
H 2.198 -2.422 0.396 -0.4 0.3 -0.2
```
Forces are in eV/Å.

Properties
**Frontier orbital gap (spin up / spin down)**: 8.462 / 8.463 eV
**E_LUMO (spin up / spin down)**: -4.97 / -4.97 eV
**Charge**: +1
**2S+1**: 1



C12H13FN2 in the gas phase, computed with wB97M-V/def2-TZVPD.

XYZ file:
```
28
Properties=species:S:1:pos:R:3:forces:R:3
C -4.056 0.876 0.041 0.7 3.8 -1.2
C -4.469 -0.406 0.036 3.1 -1.2 1.0
C -2.712 1.274 -0.128 -0.8 -3.3 1.3
C -3.486 -1.422 0.093 -3.4 -1.6 -1.2
C -1.761 0.233 -0.032 -0.7 2.2 -0.6
C -0.343 0.261 -0.256 0.5 1.1 -0.4
C -2.176 -1.107 0.064 1.3 0.5 0.0
C -0.048 -1.007 -0.425 2.1 -1.9 0.7
C 0.679 1.355 -0.212 -1.5 0.2 3.9
C 1.954 0.910 0.582 1.4 2.1 -1.3
C 2.954 -0.028 -0.191 -1.9 -0.2 1.0
C 4.388 -0.010 0.268 2.6 0.8 -1.9
N -1.020 -1.862 -0.081 -0.9 -3.4 -0.1
N 2.479 -1.325 0.213 -0.8 -1.7 -2.4
F 2.783 -2.210 -0.921 -0.1 0.8 1.4
H -4.801 1.690 -0.051 0.3 -0.6 0.3
H -5.480 -0.553 0.098 -2.3 -1.0 -0.1
H -2.433 2.263 -0.273 0.4 1.6 -0.2
H -3.879 -2.441 -0.145 0.7 0.6 0.7
H 0.879 1.689 -1.184 0.4 1.2 -1.2
H 0.123 2.112 0.531 1.5 -0.8 -2.1
H 2.634 1.806 0.762 -1.2 -0.7 0.1
H 1.573 0.547 1.520 0.4 -0.5 0.5
H 2.834 0.213 -1.258 0.2 -0.5 0.2
H 4.672 1.062 0.452 0.1 -0.9 -0.4
H 5.099 -0.473 -0.617 -1.7 1.2 2.4
H 4.591 -0.525 1.208 -0.3 -0.2 -0.2
H -0.976 -2.920 -0.093 0.0 2.2 -0.2
```
Forces are in eV/Å.

Properties
**Frontier orbital gap (spin up / spin down)**: 7.297 / 7.597 eV
**E_LUMO (spin up / spin down)**: -0.56 / -0.30 eV
**2S+1**: 1



15 unconnected molecules or ions with the total composition C5H39NO15, computed with wB97M-V/def2-TZVPD.

XYZ file:
```
60
Properties=species:S:1:pos:R:3:forces:R:3
O -2.015 -0.066 -1.240 0.7 -0.3 -0.3
C -1.351 -0.875 -0.629 -1.1 0.8 1.1
C 0.118 -0.688 -0.342 0.8 0.0 0.2
C 0.426 -0.793 1.152 0.2 0.8 1.7
C 0.529 -2.224 1.705 0.2 -0.9 -1.6
C 1.912 -2.646 2.196 -0.6 0.4 1.6
N 0.613 0.576 -0.866 1.0 -1.2 -0.1
H -1.944 -1.599 -0.051 0.5 -0.7 -0.1
H 0.706 -1.547 -0.677 -0.2 0.2 -0.9
H -0.184 -0.096 1.740 -0.4 -0.4 0.1
H 1.415 -0.372 1.364 0.1 0.2 -0.6
H -0.212 -2.607 2.400 -0.3 0.5 0.1
H 0.412 -2.844 0.807 -0.4 -0.2 0.1
H 2.717 -2.199 1.634 0.3 -0.3 -0.5
H 2.073 -2.306 3.223 0.0 0.3 0.1
H 1.944 -3.729 2.309 0.4 0.0 -0.5
H 0.397 0.730 -1.841 -0.2 0.0 0.0
H 0.246 1.338 -0.345 -0.3 0.7 0.3
H -1.319 0.847 -4.213 -0.6 -0.2 -0.2
H -2.060 1.895 -3.296 -0.2 -0.5 -0.4
O -1.210 1.581 -3.616 0.8 0.7 0.3
H 1.070 -2.037 -2.946 -0.2 1.2 -0.3
H -0.232 -1.101 -3.266 0.8 0.5 0.0
O 0.113 -1.966 -3.067 -1.2 -1.8 0.2
H -1.261 3.805 1.678 0.1 0.5 0.1
H -0.753 3.970 3.180 -0.4 0.3 -0.6
O -1.000 3.351 2.480 0.5 -0.7 0.6
H 1.049 2.548 3.184 -0.7 0.4 0.3
H 1.865 1.820 4.403 -0.7 0.6 -0.7
O 1.746 1.957 3.446 1.1 -1.0 0.3
H 3.272 -1.614 -3.651 -0.4 0.3 0.1
H 3.098 -0.468 -2.652 -0.5 -0.4 -0.2
O 2.583 -1.053 -3.253 1.4 0.2 0.2
H -2.935 -3.953 1.012 -0.1 -0.2 -0.5
H -3.165 -4.670 -0.375 -0.1 -0.4 0.3
O -2.881 -3.858 0.047 0.1 0.2 0.3
H -2.912 -2.291 -2.851 -0.4 0.1 0.5
H -3.270 -2.870 -1.467 0.0 0.5 -0.3
O -3.555 -2.207 -2.121 0.4 -0.7 -0.8
H -4.375 -0.655 -0.586 0.0 -0.7 -0.2
H -4.869 -2.110 -0.235 0.2 0.3 -0.3
O -5.019 -1.174 -0.081 -0.4 0.6 0.6
H 1.685 3.197 -0.330 0.4 0.0 -0.2
H 1.378 3.699 -1.749 0.2 0.0 -0.1
O 0.970 3.487 -0.909 -0.6 0.1 0.3
H 4.421 2.988 -0.503 -0.2 0.4 -0.6
H 4.108 2.220 0.693 -1.0 0.4 0.2
O 3.636 2.751 -0.001 1.0 -0.4 0.5
H -4.042 1.179 0.873 0.7 0.3 0.3
H -5.211 0.801 1.563 0.1 -0.1 0.9
O -4.330 1.144 1.799 -0.7 -0.2 -1.1
H 3.693 -0.773 -0.001 0.3 -0.1 -0.3
H 3.172 0.567 -0.352 -0.1 0.5 -0.4
O 3.952 0.014 -0.505 -0.4 -0.7 0.4
H -2.301 2.145 -0.006 -0.5 0.0 0.3
H -2.010 2.295 -1.400 0.0 -0.1 -0.5
O -2.766 2.397 -0.815 0.4 0.4 0.5
H 4.315 0.683 2.251 0.1 0.1 0.1
H 3.304 1.773 2.686 0.4 0.0 0.0
O 4.243 1.631 2.415 -0.3 -0.2 0.0
```
Forces are in eV/Å.

Properties
**Frontier orbital gap**: 9.356 eV
**E_LUMO**: 0.16 eV
**2S+1**: 1



2 unconnected molecules or ions with the total composition CH8N4, computed with wB97M-V/def2-TZVPD.

XYZ file:
```
13
Properties=species:S:1:pos:R:3:forces:R:3
N -0.544 -0.009 0.335 1.9 0.2 0.6
N -0.604 -1.412 0.081 -0.5 -0.8 -0.7
N -1.631 0.751 -0.201 0.3 -0.5 0.2
H -0.368 0.081 1.393 -0.7 0.0 -1.4
H -2.494 0.275 0.056 0.1 0.0 0.0
H 0.185 -1.887 0.525 0.0 0.7 0.5
H -0.393 -1.603 -0.905 -0.1 0.7 0.1
H -1.557 0.714 -1.215 0.1 0.0 0.1
C 1.024 0.608 0.050 -0.4 -0.3 2.5
N 1.717 0.103 -0.882 -0.3 -0.5 -0.5
H 2.490 0.701 -1.163 -0.4 0.0 -0.1
H 0.947 1.644 0.359 -0.1 0.2 -0.2
H 1.228 0.035 1.567 0.0 0.4 -1.1
```
Forces are in eV/Å.

Properties
**Frontier orbital gap**: 8.150 eV
**E_LUMO**: 0.87 eV
**2S+1**: 1



A molecular structure, C25H26HfN5S, computed with wB97M-V/def2-TZVPD.

XYZ file:
```
58
Properties=species:S:1:pos:R:3:forces:R:3
Hf 9.311 11.222 10.573 4.2 -1.6 0.6
S 7.751 9.322 14.252 0.8 1.6 -0.2
C 8.533 10.839 14.854 -0.6 -0.2 0.0
C 8.590 11.396 16.122 -0.1 -0.9 0.1
C 9.307 12.505 16.466 -0.1 0.2 -1.4
C 9.966 13.157 15.432 0.3 -0.7 -1.0
C 9.815 12.742 14.099 -0.3 0.4 0.1
C 9.059 11.582 13.832 0.6 -0.1 -1.9
N 8.824 10.947 12.528 0.3 0.4 2.6
C 8.172 9.775 12.641 -0.1 -0.2 1.6
C 7.828 8.985 11.474 0.8 0.6 -2.1
C 7.128 7.809 11.471 -0.9 -1.4 0.0
C 6.513 7.336 10.257 1.5 1.5 1.9
C 6.742 8.020 9.076 -0.9 -0.8 0.2
C 7.697 9.015 9.005 0.7 -0.1 0.2
C 8.264 9.517 10.172 -1.3 -1.2 0.2
H 8.100 10.907 16.883 -1.1 -1.2 1.7
H 9.284 12.888 17.463 0.2 0.0 0.5
H 10.704 13.886 15.669 0.1 0.9 0.0
H 10.214 13.409 13.314 0.0 -0.7 0.3
H 7.027 7.210 12.404 -0.3 0.6 -0.7
H 5.885 6.493 10.394 -0.6 -0.6 -0.5
H 6.154 7.764 8.216 0.1 -0.3 -0.4
H 8.049 9.318 8.018 -0.2 0.2 0.2
N 8.215 12.731 10.096 -3.2 4.8 -3.0
C 7.853 13.502 9.259 1.0 -1.7 1.3
C 7.541 14.378 8.257 -0.3 1.4 -0.1
C 7.754 15.755 8.504 0.5 1.7 0.4
C 7.226 16.748 7.675 -0.3 -1.5 0.8
C 6.547 16.368 6.522 1.0 -0.4 0.7
C 6.557 15.033 6.154 0.7 -1.6 -1.2
C 6.950 14.018 7.041 -1.1 0.1 -0.7
H 8.378 16.112 9.332 -0.5 -0.4 -0.1
H 7.263 17.771 7.981 0.3 0.5 0.0
H 6.112 17.114 5.915 -0.4 0.6 -0.8
H 6.427 14.758 5.079 -0.8 0.2 1.2
H 6.657 12.981 6.874 0.4 0.2 -0.4
C 12.620 8.426 8.979 0.6 -2.8 -1.1
N 12.479 9.513 9.894 0.2 1.4 1.0
C 12.326 9.249 11.360 -0.1 0.7 -0.5
C 12.299 10.787 9.421 1.5 -2.6 -0.4
N 11.362 11.535 9.952 -2.1 0.5 1.0
N 13.003 11.235 8.390 0.3 0.2 0.3
C 14.390 10.764 8.094 -0.7 0.7 -0.6
C 12.486 12.390 7.689 -1.6 1.0 1.1
H 11.907 7.609 9.233 0.3 0.6 0.2
H 13.616 7.867 8.855 -1.0 1.2 0.7
H 12.326 8.696 7.967 0.0 0.4 0.0
H 12.043 8.210 11.440 -0.1 -0.2 0.3
H 11.514 9.912 11.745 0.6 -0.7 0.0
H 13.240 9.457 11.976 -0.7 -0.2 -0.8
H 11.572 12.470 9.696 -0.1 1.3 0.1
H 14.696 11.275 7.168 0.1 -0.3 0.5
H 14.316 9.725 7.905 0.4 -1.0 -0.3
H 15.104 10.937 8.895 -0.2 0.3 0.1
H 12.507 13.349 8.262 0.2 -0.6 0.0
H 11.426 12.277 7.352 0.8 -0.3 0.2
H 13.089 12.587 6.873 1.1 0.2 -1.8
```
Forces are in eV/Å.

Properties
**Frontier orbital gap**: 6.982 eV
**E_LUMO**: -10.01 eV
**Charge**: +3
**2S+1**: 1



A molecular structure, C21H25AuO, computed with wB97M-V/def2-TZVPD.

XYZ file:
```
48
Properties=species:S:1:pos:R:3:forces:R:3
Au 0.435 -0.469 0.649 0.3 2.0 5.4
C 1.130 -2.122 2.275 0.3 -1.1 0.6
C -0.277 -2.125 2.297 -0.5 -1.8 0.7
C -0.735 -2.573 1.048 -0.6 -1.9 0.7
H -0.893 -1.784 3.109 -0.1 0.0 0.1
C 0.387 -2.857 0.248 0.0 -1.6 0.1
C 1.541 -2.583 1.006 0.3 -1.6 0.5
H 2.557 -2.705 0.674 0.2 0.1 -0.1
H 1.771 -1.808 3.080 0.1 0.1 0.1
H -1.762 -2.604 0.730 -0.1 0.1 -0.1
H 0.367 -3.172 -0.780 0.0 0.0 -0.2
C 1.933 1.288 1.391 1.2 1.5 -0.1
C 2.734 0.194 1.053 1.3 0.3 -0.4
C 2.570 -0.056 -0.331 1.7 0.7 -0.4
H 3.336 -0.383 1.732 0.0 -0.2 0.1
C 1.714 0.936 -0.849 1.1 1.1 -0.8
C 1.300 1.750 0.211 1.4 1.8 -0.3
H 0.585 2.551 0.162 -0.2 0.1 0.0
H 1.780 1.685 2.379 0.1 0.1 0.1
H 3.036 -0.842 -0.899 0.0 -0.2 -0.1
H 1.369 0.988 -1.867 -0.1 0.0 -0.1
O -0.699 -0.493 -0.797 -5.4 0.1 -7.4
C -0.321 -0.179 -3.760 -0.2 -0.1 0.1
C -1.579 0.021 -2.990 0.0 0.0 0.1
C 0.149 -1.556 -4.039 0.1 0.0 0.0
C 0.301 0.976 -4.451 0.1 0.1 0.0
C -1.353 0.489 -1.548 0.6 -1.1 1.3
H -2.162 -0.902 -2.948 0.1 -0.1 0.0
H -2.209 0.774 -3.474 -0.2 0.2 -0.2
H -0.807 1.437 -1.550 0.2 0.4 -0.1
H -2.317 0.685 -1.066 -0.5 0.3 -0.3
H -0.350 -1.995 -4.916 -0.1 -0.1 -0.2
H -0.061 -2.219 -3.200 0.0 0.0 0.2
H 1.220 -1.590 -4.246 0.1 0.0 0.0
H -0.142 1.153 -5.443 -0.1 0.0 -0.2
H 1.370 0.830 -4.617 0.1 0.0 0.1
H 0.171 1.905 -3.893 0.0 0.0 0.1
C -2.034 2.199 4.045 -0.2 0.1 -0.1
C -0.959 1.398 4.416 0.2 -0.2 -0.6
C -0.282 0.647 3.452 -1.0 0.7 -0.2
C -0.670 0.669 2.091 -0.7 0.5 0.7
C -1.749 1.500 1.744 0.4 -0.1 1.5
C -2.426 2.254 2.709 0.4 -0.2 0.2
H -2.557 2.786 4.789 -0.1 0.1 0.1
H -0.642 1.362 5.450 0.0 0.0 0.2
H 0.558 0.052 3.772 0.2 -0.2 -0.1
H -2.074 1.598 0.739 -0.1 -0.1 -0.9
H -3.254 2.887 2.417 -0.2 0.1 0.0
```
Forces are in eV/Å.

Properties
**Frontier orbital gap (spin up / spin down)**: 3.710 / 3.822 eV
**E_LUMO (spin up / spin down)**: 5.26 / 5.11 eV
**Charge**: -2
**2S+1**: 3



no.,molecular weight (g mol⁻¹)
1,60.08
2,129.10
3,204.25
4,353.36
5,76.10
6,607.08
7,490.40